A 15-piece molecular cluster, C5H42N2O14 overall. Source: the Open Molecules 2025 dataset; level of theory: ωB97M-V/def2-TZVPD.

Last column: natural (NBO) charge in e.
Element x y z (Å)
1 N -2.5348 0.5001 -1.3073  -0.869
2 C -1.2316 0.1045 -1.8820  -0.202
3 C -0.2202 -0.3734 -0.8559  -0.260
4 N 0.9845 -0.9312 -1.4663  -0.679
5 C 3.0067 -1.8275 -0.3000  -0.616
6 C 1.5550 -2.1044 -0.7371  -0.041
7 C 1.3909 -3.3870 -1.5749  -0.629
8 H -2.7139 -0.0345 -0.4641  0.360
9 H -2.6852 1.4804 -1.1318  0.377
10 H -1.5559 -0.7151 -2.5205  0.155
11 H -0.9634 0.8928 -2.5690  0.184
12 H -0.7230 -1.0560 -0.1692  0.200
13 H -0.0247 0.5336 -0.2731  0.187
14 H 1.6442 -0.1687 -1.5500  0.370
15 H 3.7094 -2.1032 -1.0896  0.202
16 H 3.1838 -0.7647 -0.1210  0.199
17 H 3.1643 -2.3858 0.6183  0.227
18 H 0.9935 -2.1286 0.1919  0.174
19 H 2.3054 -3.9457 -1.7471  0.214
20 H 0.6481 -4.0269 -1.1053  0.223
21 H 0.9907 -3.0505 -2.5258  0.219
22 H 2.3604 2.7901 1.2398  0.513
23 H 2.0129 2.7902 -0.3341  0.508
24 O 1.6544 2.7863 0.5753  -1.040
25 H 0.8890 0.1451 2.9486  0.503
26 H 1.6888 -0.3376 4.0923  0.481
27 O 1.7634 -0.2637 3.1290  -0.976
28 H -1.0764 -2.3222 -2.4111  0.472
29 H -2.5604 -2.6808 -2.3606  0.477
30 O -1.6764 -3.0619 -2.3367  -0.950
31 H -0.5440 -4.0025 1.4328  0.478
32 H -1.4420 -4.1414 0.0183  0.511
33 O -1.2392 -4.3973 0.9159  -0.983
34 H 2.3762 2.4602 -2.7836  0.508
35 H 3.6274 2.4121 -1.8336  0.483
36 O 2.7225 2.7244 -1.9220  -0.964
37 H -1.6614 -2.5232 2.3864  0.481
38 H -2.8114 -1.7986 3.1227  0.491
39 O -2.1942 -1.7238 2.3840  -0.966
40 H 4.2777 0.9613 1.6843  0.465
41 H 2.8816 0.8761 2.3298  0.504
42 O 3.6424 1.4807 2.1860  -0.985
43 H -3.4792 1.9001 1.5400  0.492
44 H -4.4341 1.3520 0.4783  0.463
45 O -4.3557 1.4929 1.4284  -0.973
46 H -1.8498 -0.3325 3.8988  0.474
47 H -2.8335 0.5890 4.5069  0.460
48 O -2.2206 -0.1085 4.7674  -0.941
49 H 0.0493 2.0676 1.5660  0.535
50 H -0.9057 0.8808 1.8338  0.489
51 O -0.2609 1.4547 2.2716  -0.988
52 H -1.1066 3.9665 0.8233  0.486
53 H -0.3796 3.0939 -0.1643  0.487
54 O -1.1881 3.1177 0.3708  -0.961
55 H 2.4799 -0.3652 -4.0348  0.457
56 H 1.0909 -0.7913 -3.8241  0.480
57 O 1.6503 -0.4169 -4.5253  -0.943
58 H -0.4288 3.3135 -4.3256  0.477
59 H -0.4908 1.8833 -3.9263  0.470
60 O -0.0427 2.7009 -3.6839  -0.943
61 H -1.4946 2.3961 2.8254  0.503
62 H -3.0071 2.3489 3.4512  0.466
63 O -2.4077 2.7749 2.8388  -0.995

Strongest force on any atom = 0.0450 Eh/bohr
Net charge = 0
E_HOMO = -9.3 eV
Multiplicity = 1
Electronic energy = -1378.5333 Ha

C5H4B6F32Li4O as an isolated structure. Source: the Open Molecules 2025 dataset; level of theory: ωB97M-V/def2-TZVPD.

Last column: natural (NBO) charge in e.
Element x y z (Å)
1 Li 1.5324 -1.7054 -2.9562  0.973
2 Li 3.5412 1.5789 -1.8956  0.962
3 Li -1.2421 1.3857 1.0345  0.952
4 Li 2.7596 0.3532 1.4712  0.953
5 B 1.1981 0.0804 -0.2733  1.313
6 F 1.2159 -0.7347 0.8653  -0.570
7 F 0.2243 0.9698 -0.1977  -0.530
8 F 2.4242 0.7010 -0.4254  -0.584
9 F 1.0867 -0.7333 -1.3153  -0.579
10 B 0.8234 2.3927 -3.1430  1.311
11 F 0.2706 3.5397 -3.7207  -0.581
12 F 1.6403 2.7661 -2.0413  -0.598
13 F -0.1142 1.5347 -2.8341  -0.552
14 F 1.5837 1.9237 -4.1444  -0.564
15 B 3.6247 -0.4977 -4.3873  1.319
16 F 3.2722 -1.8700 -4.6211  -0.610
17 F 3.2001 0.1653 -5.4788  -0.539
18 F 3.0437 -0.1227 -3.1815  -0.606
19 F 4.9595 -0.3610 -4.2245  -0.540
20 B -1.1179 4.1304 0.6274  1.330
21 F -0.1797 3.6730 -0.2489  -0.543
22 F -2.4245 4.1761 -0.0495  -0.606
23 F -1.2414 3.2275 1.6419  -0.598
24 F -0.8428 5.3737 1.1646  -0.564
25 B 6.6123 0.3026 -1.2370  1.331
26 F 5.2805 -0.0100 -0.8369  -0.602
27 F 6.7672 1.6736 -1.4186  -0.580
28 F 7.5538 -0.1146 -0.2724  -0.587
29 F 6.9722 -0.2951 -2.3846  -0.552
30 B 1.0325 1.3928 3.1499  1.318
31 F -0.1665 0.9657 2.6870  -0.573
32 F 1.1041 1.9826 4.3395  -0.539
33 F 2.0211 0.4095 3.2347  -0.598
34 F 1.4620 2.3049 2.1690  -0.572
35 C -3.1669 -2.7956 2.4190  -0.144
36 C -1.7658 -2.5561 1.7635  0.618
37 C -1.8421 -3.0834 0.3295  0.507
38 F -0.6923 -2.9290 -0.3216  -0.315
39 F -2.1556 -4.3960 0.2958  -0.339
40 F -1.4590 -1.2245 1.7599  -0.319
41 F -0.7138 -3.2002 2.3404  -0.307
42 O -4.2526 -2.3199 1.6377  -0.536
43 C -5.2176 -1.3639 2.1996  0.857
44 C -6.5341 -1.3750 1.4102  0.505
45 F -7.2056 -2.5267 1.5980  -0.328
46 F -7.4117 -0.4055 1.6434  -0.298
47 F -5.4628 -1.7703 3.4731  -0.331
48 F -4.7467 -0.1250 2.3038  -0.294
49 H -3.1395 -2.5564 3.4821  0.228
50 H -3.2554 -3.8788 2.5029  0.209
51 H -2.5956 -2.5997 -0.2921  0.146
52 H -6.2604 -1.4530 0.3581  0.146

Strongest force on any atom = 0.0859 Eh/bohr
Net charge = -2
E_HOMO = -5.8 eV
Multiplicity = 1
Electronic energy = -3644.9316 Ha

C5H4Br2OS as an isolated structure. Source: the Open Molecules 2025 dataset; level of theory: ωB97M-V/def2-TZVPD.

Last column: natural (NBO) charge in e.
Element x y z (Å)
1 C 1.4144 -0.5910 0.5164  -0.280
2 C 0.0548 -0.2701 0.2359  -0.204
3 C -0.9481 0.4147 -0.0008  0.417
4 C 2.0023 -0.1258 1.7736  -0.206
5 C -2.2818 0.8453 -1.7615  -0.256
6 O -2.1032 0.7798 -0.3593  -0.463
7 S 1.2383 0.2091 3.1609  0.185
8 Br 1.6763 -2.6690 1.1928  -0.059
9 Br 4.0156 -0.5128 1.6559  -0.006
10 H 2.1014 -0.5100 -0.2713  0.258
11 H -2.6365 -0.2119 -2.0776  0.197
12 H -1.3112 1.1259 -2.1342  0.204
13 H -3.2224 1.5158 -1.9308  0.214

Strongest force on any atom = 0.0798 Eh/bohr
Net charge = 0
E_HOMO = -9.2 eV
Multiplicity = 1
Electronic energy = -5814.2134 Ha

A 2-piece molecular cluster, C5H4Br2S overall. Source: the Open Molecules 2025 dataset; level of theory: ωB97M-V/def2-TZVPD.

Last column: natural (NBO) charge in e.
Element x y z (Å)
1 C -1.0759 -0.0332 -0.3461  -0.248
2 C 0.1271 -0.2488 0.4142  -0.408
3 C -0.8412 -0.0876 -1.7044  -0.375
4 C 1.2243 -0.2535 -0.4046  -0.068
5 C 3.8449 0.0699 0.7087  -0.474
6 S 0.9155 -0.3641 -2.0614  0.364
7 Br 4.1953 1.5589 -0.4425  0.123
8 Br 4.5567 -1.6217 0.4411  0.152
9 H -2.1158 0.0344 0.0906  0.236
10 H 0.1769 -0.0519 1.4988  0.231
11 H -1.4385 -0.2930 -2.5430  0.226
12 H 3.1035 0.1741 1.5959  0.240

Strongest force on any atom = 0.0481 Eh/bohr
Net charge = 0
E_HOMO (spin up / spin down) = -9.1 / -8.3 eV
Multiplicity = 1
Electronic energy = -5738.9492 Ha

One molecule with the formula C5H4Br2S. Source: the Open Molecules 2025 dataset; level of theory: ωB97M-V/def2-TZVPD.

Last column: natural (NBO) charge in e.
Element x y z (Å)
1 C 0.0719 0.6378 -0.1988  -0.633
2 C 1.1867 -0.2722 -0.0116  -0.037
3 C 1.1118 -1.6358 -0.0192  -0.388
4 S 2.7395 -2.3317 -0.0476  0.410
5 C 3.4975 -0.7574 -0.1117  -0.383
6 Br 5.2565 -0.5464 -0.0087  0.179
7 C 2.5857 0.2201 0.0228  -0.155
8 Br 2.8804 2.0898 0.0991  0.085
9 H 0.1420 0.9215 -1.1984  0.225
10 H -0.8691 0.2397 -0.0488  0.223
11 H 0.1806 1.4856 0.3923  0.228
12 H 0.4410 -2.4291 -0.3242  0.246

SMILES string = Cc1csc(Br)c1Br
Strongest force on any atom = 0.0495 Eh/bohr
Net charge = 0
E_HOMO = -8.9 eV
Multiplicity = 1
Electronic energy = -5739.1087 Ha

C5H4BrCl3GeNPtSe2Te2 as an isolated structure. Source: the Open Molecules 2025 dataset; level of theory: ωB97M-V/def2-TZVPD.

Last column: Mulliken spin population.
Element x y z (Å)
1 Pt -0.6368 0.3001 0.7120  1.067
2 Se 0.9692 1.9704 1.3459  1.491
3 Te -0.0767 6.4870 -0.4812  0.064
4 Te -2.5059 5.7073 0.3432  0.484
5 Se -2.8925 0.9754 0.9812  1.426
6 Cl -1.7178 3.2583 3.6805  0.052
7 Ge -1.4239 3.0585 1.5726  0.145
8 Cl -3.1834 4.5514 -1.5140  0.031
9 Cl 0.6267 4.3598 -1.0804  0.034
10 Br 2.6819 -5.0078 -1.3935  0.010
11 C 1.6144 -3.6178 -0.8355  0.026
12 C 1.0903 -2.7324 -1.7657  -0.003
13 C 0.3244 -1.6889 -1.3222  0.027
14 N 0.0623 -1.5056 -0.0020  0.114
15 C 0.5612 -2.4003 0.8993  0.028
16 C 1.3343 -3.4609 0.5126  -0.006
17 H 1.2696 -2.8598 -2.8234  0.002
18 H -0.1109 -0.9845 -2.0108  0.004
19 H 0.3075 -2.2504 1.9322  0.005
20 H 1.7060 -4.1599 1.2494  0.001

Strongest force on any atom = 0.0149 Eh/bohr
Expectation value of S² = 8.795
Net charge = +2
E_HOMO (spin up / spin down) = -14.5 / -15.3 eV
Multiplicity = 6
Electronic energy = -11736.8139 Ha

C5H4BrI2N as an isolated structure. Source: the Open Molecules 2025 dataset; level of theory: ωB97M-V/def2-TZVPD.

Last column: natural (NBO) charge in e.
Element x y z (Å)
1 C -0.4641 -0.9924 -1.1090  -0.297
2 C 0.8437 -0.4488 -0.7671  -0.324
3 C -1.5546 -0.4961 -0.3678  0.017
4 C -0.4558 0.5054 1.4186  0.123
5 C 1.1632 0.8200 -0.4944  -0.298
6 N -1.3053 0.5263 0.5596  -0.480
7 Br 2.8203 1.1551 0.3953  0.092
8 I 0.3235 -1.2163 2.4835  0.023
9 I 0.0673 2.5764 -0.9873  0.225
10 H -0.6533 -1.9030 -1.6143  0.240
11 H 1.7609 -1.0478 -0.6418  0.250
12 H -2.6301 -0.8475 -0.5760  0.234
13 H 0.0843 1.3685 1.7007  0.194

Strongest force on any atom = 0.0765 Eh/bohr
Net charge = 0
E_HOMO = -8.4 eV
Multiplicity = 1
Electronic energy = -3416.9638 Ha

A 2-piece molecular cluster, C5H4BrN3O2 overall. Source: the Open Molecules 2025 dataset; level of theory: ωB97M-V/def2-TZVPD.

Last column: natural (NBO) charge in e.
Element x y z (Å)
1 C -0.7946 0.2775 0.9830  -0.185
2 C -0.2134 -1.2776 -0.6623  -0.213
3 C -2.1324 0.1979 0.6400  -0.006
4 C -1.4890 -1.2113 -1.1163  0.019
5 C 0.2498 -0.5399 0.4029  0.063
6 N -2.4234 -0.5915 -0.4502  -0.375
7 N 1.4491 -0.4352 0.8564  -0.420
8 N 2.2920 2.0591 0.0742  0.532
9 O 2.0828 3.1371 0.5471  -0.257
10 O 2.9477 1.6046 -0.8353  -0.278
11 Br 2.8110 -1.2388 0.0173  0.268
12 H -0.6327 0.9887 1.7249  0.218
13 H 0.4656 -1.9771 -1.1524  0.220
14 H -2.9800 0.7786 0.9446  0.220
15 H -1.6324 -1.7720 -1.9739  0.192

Strongest force on any atom = 0.0820 Eh/bohr
Net charge = 0
E_HOMO (spin up / spin down) = -9.0 / -9.8 eV
Multiplicity = 1
Electronic energy = -3081.4651 Ha